(1)
ORCA calculation (wB97M-V/def2-TZVPD) on 2 unconnected molecules or ions with the total composition C11H14N2O.

The geometry in ORCA input format:
```
! RIJCOSX wB97M-V def2-TZVPD def2/J DEFGRID3
* xyz 0 1
C -0.60622 -0.20671 3.34031
C -0.00483 0.26311 2.07971
C 1.30919 0.01806 1.72204
N 1.58236 0.59891 0.47892
C 0.38296 1.16483 -0.00623
C 0.22318 1.94266 -1.12775
C -1.05728 2.46908 -1.35884
C -2.10387 2.14176 -0.49564
C -1.89283 1.32521 0.61217
C -0.61873 0.91319 0.94631
H -0.55736 0.67539 4.01158
H -0.18241 -1.14414 3.69091
H -1.73611 -0.38606 3.31073
H 1.96204 -0.53746 2.38409
H 2.40480 0.36741 -0.07063
H 0.99208 2.25552 -1.76625
H -1.00594 3.18600 -2.16749
H -3.12118 2.45854 -0.71238
H -2.75422 1.21078 1.24981
C 1.76809 -2.53543 -1.66106
C 0.27150 -2.39692 -1.59534
N -0.29254 -1.21893 -2.10608
O -0.52131 -3.11575 -1.02212
H 2.13255 -2.70468 -2.69984
H 2.22949 -3.37799 -1.19173
H 2.26936 -1.73701 -1.04686
H -1.25859 -1.02768 -2.04072
H 0.18583 -0.60172 -2.75763
*
```

Output
* E_LUMO: 0.69 eV
* HOMO energy: -7.773 eV
* calculated total energy: -16661.5754 eV
* largest force on an atom: 2.83 eV/A
* SMILES: Cc1c[nH]c2ccccc12.CC(N)=O
* ΔE to the lowest compared entry with this formula, charge and spin: 30.8 kcal/mol
* orbital gap: 8.46 eV

(2)
ORCA calculation (wB97M-V/def2-TZVPD) on 2 unconnected molecules or ions with the total composition C11H14N2O.

The geometry in ORCA input format:
```
! RIJCOSX wB97M-V def2-TZVPD def2/J DEFGRID3
* xyz 0 1
C -0.34353 -3.28242 1.59615
C 0.82503 -2.64003 0.90879
C 0.81625 -2.59493 -0.48725
C 1.81693 -1.94212 -1.18108
C 2.81972 -1.38216 -0.39231
O 4.03108 -0.96599 -0.95435
C 2.77474 -1.25321 0.99511
C 1.76231 -1.93674 1.65946
H -0.20938 -4.38091 1.55671
H -1.30028 -3.31933 1.04646
H -0.61947 -2.96136 2.58909
H -0.05256 -3.03713 -0.95877
H 1.96138 -1.82639 -2.24578
H 4.02124 -0.11074 -1.41421
H 3.60590 -0.69365 1.39495
H 1.64490 -1.94220 2.73626
C -3.66916 3.68501 -0.97961
C -2.38544 2.91830 -0.68586
C -1.48008 3.23996 0.28949
N -0.40640 2.40945 0.06936
C -0.67533 1.69610 -1.06878
N -1.90469 1.93412 -1.48047
H -3.94273 3.31501 -1.97051
H -3.42141 4.73695 -1.00800
H -4.45730 3.33878 -0.31664
H -1.62146 3.81888 1.18452
H 0.46015 2.26869 0.56886
H -0.05042 0.90806 -1.45163
*
```

Output
* E_LUMO: 0.51 eV
* HOMO energy: -8.499 eV
* calculated total energy: -16660.9486 eV
* largest force on an atom: 2.37 eV/A
* SMILES: Cc1ccc(O)cc1.Cc1c[nH]cn1
* ΔE to the lowest compared entry with this formula, charge and spin: 45.3 kcal/mol
* orbital gap: 9.01 eV

(3)
ORCA calculation (wB97M-V/def2-TZVPD) on C11H14N2O2 in the gas phase.

The geometry in ORCA input format:
```
! RIJCOSX wB97M-V def2-TZVPD def2/J DEFGRID3
* xyz 0 1
C 4.01412 0.11545 -1.05729
C 3.75858 1.27711 -0.33469
C 3.10748 -0.90619 -1.03320
C 2.57785 1.47952 0.23356
C 1.81936 -0.63572 -0.32916
C 1.07473 -1.81317 0.10582
C 0.49770 -1.70123 1.53799
C 0.18800 1.00638 0.49215
C -3.29494 -0.12104 -0.86466
C -0.90037 0.64667 -0.45082
C -2.10433 -0.23610 0.07257
N 1.47994 0.67786 0.14966
N 0.31547 -0.37959 2.06637
O 1.08151 0.07308 2.97290
O 1.05759 -2.93229 -0.44300
H 4.89094 -0.13399 -1.56983
H 4.54082 2.02517 -0.21079
H 3.32722 -1.78164 -1.59344
H 2.26219 2.52224 0.68087
H -0.51580 -2.16062 1.61707
H 1.32034 -2.25249 1.98467
H -0.00607 1.85305 1.06703
H -2.78745 -0.05921 -1.94934
H -3.87296 0.77611 -0.70705
H -4.00828 -1.09356 -0.85361
H -1.27986 1.49412 -0.92248
H -0.48337 -0.01433 -1.16243
H -1.62116 -1.23270 0.17622
H -2.34796 0.14184 0.99442
*
```

Output
* E_LUMO (spin up / spin down): -0.78 / -0.14 eV
* HOMO energy (spin up / spin down): -7.561 / -6.927 eV
* calculated total energy: -18702.7260 eV
* largest force on an atom: 5.48 eV/A
* ΔE to the lowest compared entry with this formula, charge and spin: 132.9 kcal/mol
* orbital gap (spin up / spin down): 6.78 / 6.78 eV

(4)
ORCA calculation (wB97M-V/def2-TZVPD) on C11H14N2O3 in the gas phase.

The geometry in ORCA input format:
```
! RIJCOSX wB97M-V def2-TZVPD def2/J DEFGRID3
* xyz 0 1
N -2.33931 1.87379 1.53286
C -2.76441 1.87540 0.17949
C -1.96112 0.90486 -0.79937
O -2.47197 0.70225 -1.86628
N -0.79423 0.50347 -0.29427
C -0.88218 -1.02828 -0.47696
C 0.36454 -1.60859 0.32251
C 1.68953 -0.81749 0.10326
C 2.12768 -0.57540 -1.19395
C 3.36263 0.07253 -1.46532
C 4.11332 0.59713 -0.40800
C 3.84395 0.27079 0.93024
C 2.60576 -0.40235 1.14050
C -2.20201 -1.68805 0.06011
O -2.31793 -2.18060 1.19277
O -3.28071 -1.58435 -0.82569
H -2.29224 0.89000 2.02729
H -2.78930 2.41544 2.26067
H -2.86482 2.79592 -0.35081
H -3.78320 1.37134 0.01235
H -0.97120 0.91764 0.57331
H -0.76386 -0.95823 -1.63183
H 0.24670 -1.60525 1.50824
H 0.48689 -2.67627 0.00189
H 1.50020 -1.06209 -1.95936
H 3.29797 0.62670 -2.43891
H 4.87121 1.35837 -0.61877
H 4.63140 0.34967 1.73785
H 2.41592 -0.50463 2.20194
H -3.07920 -0.83371 -1.45575
*
```

Output
* E_LUMO: 0.66 eV
* HOMO energy: -9.285 eV
* calculated total energy: -20754.2968 eV
* largest force on an atom: 4.90 eV/A
* SMILES: NCC(=O)N[C@@H](Cc1ccccc1)C(=O)O
* ΔE to the lowest compared entry with this formula, charge and spin: 94.8 kcal/mol
* orbital gap: 9.94 eV

(5)
ORCA calculation (wB97M-V/def2-TZVPD) on 2 unconnected molecules or ions with the total composition C11H14N2O3.

The geometry in ORCA input format:
```
! RIJCOSX wB97M-V def2-TZVPD def2/J DEFGRID3
* xyz 0 1
C -1.82937 -2.65692 -2.91747
N -0.58195 -1.89463 -2.88527
C 0.65344 -2.66755 -3.00153
C -0.57535 -0.59898 -2.88849
H -1.55849 -3.71909 -2.93305
H -2.47346 -2.44897 -2.05506
H -2.38619 -2.40930 -3.83023
H 0.37048 -3.72477 -3.04531
H 1.17643 -2.38912 -3.92502
H 1.33690 -2.50157 -2.15943
H 0.38999 -0.08772 -2.92354
H -1.53130 -0.07450 -2.84603
C -0.21347 1.66200 -0.52984
C -0.22157 0.60608 0.45079
O -0.55258 -0.54789 0.08269
C 0.19477 0.93057 1.86356
C -0.24091 2.08625 2.53876
C 0.04233 2.25906 3.90306
C 0.84930 1.32356 4.57652
C 1.29623 0.17795 3.90215
C 0.90973 -0.04795 2.57300
N 0.58753 2.75250 -0.37671
O 0.76618 3.58568 -1.31339
O 1.17147 2.93254 0.74209
H -0.63935 1.51267 -1.51267
H -0.85416 2.82808 2.02968
H -0.36165 3.12773 4.42372
H 1.14373 1.50203 5.61476
H 1.93603 -0.55539 4.40069
H 1.19528 -0.96235 2.04159
*
```

Output
* E_LUMO: -1.78 eV
* HOMO energy: -7.288 eV
* calculated total energy: -20750.6660 eV
* largest force on an atom: 2.63 eV/A
* ΔE to the lowest compared entry with this formula, charge and spin: 178.5 kcal/mol
* orbital gap: 5.51 eV

(6)
ORCA calculation (wB97M-V/def2-TZVPD) on C11H14N2O4 in the gas phase.

The geometry in ORCA input format:
```
! RIJCOSX wB97M-V def2-TZVPD def2/J DEFGRID3
* xyz 0 1
N -0.64467 2.04409 0.67384
C 0.49611 1.55748 -0.10587
C 0.44164 0.04686 -0.27466
C 0.72046 -0.75241 0.95013
C -0.28170 -1.16062 1.81860
C -0.02176 -1.99440 2.90661
C 1.17487 -2.60098 3.11008
O 1.44670 -3.28151 4.26127
C 2.19144 -2.26407 2.21434
C 1.99954 -1.35703 1.19247
C 0.59809 2.30843 -1.45675
O 1.57728 2.88148 -1.85538
N -0.51640 2.16289 -2.25341
C -1.77020 1.70507 -2.03014
C -1.95360 0.36838 -2.76906
O -1.05598 -0.42685 -3.04402
O -3.27729 0.07859 -2.73737
H -0.49613 3.00533 0.85448
H -0.81027 1.63304 1.57987
H 1.42093 1.75955 0.46645
H -0.54020 -0.32842 -0.61422
H 1.11601 -0.22556 -1.12252
H -1.21253 -0.66375 1.72202
H -0.85305 -2.19786 3.58807
H 0.68980 -3.18282 4.79882
H 3.18672 -2.69255 2.50840
H 2.82836 -1.12553 0.51440
H -0.34775 2.51663 -3.19620
H -2.69415 2.31358 -2.35007
H -1.88646 1.41568 -0.98387
H -3.36889 -0.83003 -3.03914
*
```

Output
* E_LUMO: 0.53 eV
* HOMO energy: -8.699 eV
* calculated total energy: -22804.2123 eV
* largest force on an atom: 4.29 eV/A
* SMILES: N[C@@H](Cc1ccc(O)cc1)C(=O)NCC(=O)O
* ΔE to the lowest compared entry with this formula, charge and spin: 23.4 kcal/mol
* orbital gap: 9.23 eV

(7)
ORCA calculation (wB97M-V/def2-TZVPD) on a molecular structure, C11H14N2O4PPdSe.

The geometry in ORCA input format:
```
! RIJCOSX wB97M-V def2-TZVPD def2/J DEFGRID3
* xyz 1 1
Pd 0.57543 -0.23129 0.13744
O -3.05134 -2.82213 -1.47272
C -2.27590 -1.95739 -0.80337
O -1.51325 -2.26712 0.06944
C -2.55412 -0.52925 -1.21875
C -3.63107 -0.19063 -2.02810
C -3.84593 1.15088 -2.30071
C -2.99712 2.09475 -1.74013
C -1.94059 1.65674 -0.95473
N -1.71617 0.36834 -0.71588
C -0.94937 2.57772 -0.26776
O -1.23894 3.87670 -0.20516
O 0.06537 2.16707 0.23786
H -2.85502 -3.70789 -1.11956
H -4.26840 -0.96127 -2.43168
H -4.66217 1.46395 -2.93543
H -3.17442 3.14206 -1.94700
H -2.10454 4.06078 -0.59392
Se 2.04255 -1.28746 -1.50154
C 2.91946 0.10138 -0.62543
N 3.38614 0.95551 0.00021
C -0.14893 0.57418 3.30884
P 0.81472 -0.59084 2.34726
C 0.28727 -2.24393 2.79277
C 2.53053 -0.39969 2.80717
H -0.00432 0.37178 4.37258
H -1.20740 0.47732 3.06920
H 0.17510 1.59143 3.08894
H 0.39951 -2.37875 3.87086
H 0.90280 -2.97698 2.27275
H -0.75107 -2.39863 2.50606
H 2.62800 -0.56026 3.88386
H 2.88036 0.59660 2.53808
H 3.13916 -1.12672 2.27091
*
```

Output
* E_LUMO (spin up / spin down): -4.98 / -5.34 eV
* HOMO energy (spin up / spin down): -11.611 / -11.620 eV
* calculated total energy: -100913.6103 eV
* largest force on an atom: 0.96 eV/A
* ΔE to the lowest compared entry with this formula, charge and spin: 25.0 kcal/mol
* orbital gap (spin up / spin down): 6.63 / 6.28 eV

(8)
ORCA calculation (wB97M-V/def2-TZVPD) on a molecular structure, C11H14N2OPPd.

The geometry in ORCA input format:
```
! RIJCOSX wB97M-V def2-TZVPD def2/J DEFGRID3
* xyz -1 3
C 0.85391 0.98412 -1.10967
C 2.27928 0.67298 -0.95113
C 2.74447 1.23666 0.26190
C 1.67160 1.90741 0.90973
C 0.47399 1.78297 0.10713
Pd -0.79548 -0.05418 -0.15462
P -1.63764 -1.43602 -1.74248
H 0.33875 1.05475 -2.07131
H 2.86603 0.14797 -1.69855
H 3.76308 1.19431 0.62722
H -0.38830 2.45434 0.12059
H 1.72869 2.47831 1.82916
H -1.57707 -2.84626 -1.54415
H -1.08970 -1.32979 -3.04557
H -3.02238 -1.24547 -2.01651
N -0.11909 -2.37449 6.67995
C -0.87893 -2.85096 5.64856
O -1.65545 -3.78523 5.80517
C -0.69377 -2.18911 4.31209
C 0.22160 -1.16873 4.02462
C 0.22551 -0.56513 2.75617
N -0.65167 -0.93381 1.81023
C -1.46876 -1.97520 2.02082
C -1.52596 -2.61345 3.26654
H -0.30129 -2.74073 7.60166
H 0.38225 -1.49782 6.62937
H 0.94211 -0.80914 4.75620
H 0.93922 0.22562 2.50952
H -2.08959 -2.28322 1.17940
H -2.24075 -3.41033 3.40722
*
```

Output
* E_LUMO (spin up / spin down): 3.25 / 2.18 eV
* HOMO energy (spin up / spin down): -1.110 / -3.772 eV
* calculated total energy: -29428.6757 eV
* largest force on an atom: 3.01 eV/A
* ΔE to the lowest compared entry with this formula, charge and spin: 14.3 kcal/mol
* expectation value of S²: 2.050
* orbital gap (spin up / spin down): 4.36 / 5.95 eV